# C4H5Br2ClO

An isolated molecule of C4H5Br2ClO (ωB97M-V with the def2-TZVPD basis set, the OMol25 dataset).

CARTESIAN COORDINATES (ANGSTROEM)
C 0.0931 -0.1850 2.3322
C -0.4879 -0.8124 1.1174
Br -2.0871 -1.7341 1.6628
C -0.3122 -0.4275 -0.2123
Cl -1.5979 -0.8989 -1.4074
O 0.5516 0.3550 -0.8905
C 0.8211 0.7046 -2.3426
Br -0.1409 2.2798 -2.7542
H 1.0600 0.3464 2.2391
H 0.3421 -1.0150 2.9661
H -0.5052 0.5408 2.7804
H 0.4045 -0.1632 -3.0671
H 1.8588 1.0095 -2.4240

Results
- M: 264.34 u
- SMILES: C/C(Br)=C(/Cl)OCBr
- HOMO-LUMO gap: 0.33974 Ha
- HOMO energy: -8.7 eV
- Largest force on an atom: 0.0748 Eh/bohr



# C4H5Br2ClO

An isolated molecule of C4H5Br2ClO (ωB97M-V with the def2-TZVPD basis set, the OMol25 dataset).

CARTESIAN COORDINATES (ANGSTROEM)
C -0.0843 1.3403 -0.8118
C 0.4081 0.0164 0.0212
Br 2.1364 0.5294 0.8494
C -0.6037 -0.2387 1.1940
Br -2.2009 -1.2592 0.5671
C 0.5359 -1.1982 -0.7479
O 0.1537 -1.3986 -1.8170
Cl 1.4720 -2.4566 0.0352
H -0.0839 2.3602 -0.3745
H -1.1327 1.0526 -0.9780
H 0.5301 1.4436 -1.5892
H -0.2365 -0.9336 2.0159
H -0.8942 0.7424 1.6356

Results
- M: 264.34 u
- SMILES: C[C@@](Br)(CBr)C(=O)Cl
- HOMO-LUMO gap: 0.38335 Ha
- HOMO energy: -10.4 eV
- Largest force on an atom: 0.0974 Eh/bohr



# C4H5BrN2O

An isolated molecule of C4H5BrN2O (ωB97M-V with the def2-TZVPD basis set, the OMol25 dataset).

CARTESIAN COORDINATES (ANGSTROEM)
C 0.1530 -1.6135 -0.0622
C -0.1016 -0.2572 -0.5461
Br -1.4237 -0.0734 -2.2347
C 1.0676 0.5823 -0.9942
N 1.9744 1.0947 -1.4629
C -0.8741 0.4775 0.6147
N -0.1315 1.5668 0.9991
O -1.9132 0.0646 1.0477
H 0.9016 -1.3656 0.7474
H 0.7372 -2.3122 -0.6981
H -0.6960 -2.1119 0.2917
H 0.7493 1.8383 0.5167
H -0.4429 2.1097 1.7808

Results
- M: 177.00 u
- SMILES: C[C@](Br)(C#N)C(N)=O
- HOMO-LUMO gap: 0.36902 Ha
- HOMO energy: -10.6 eV
- Largest force on an atom: 0.0716 Eh/bohr



# C4H5BrN2O2S

An isolated molecule of C4H5BrN2O2S (ωB97M-V with the def2-TZVPD basis set, the OMol25 dataset).

CARTESIAN COORDINATES (ANGSTROEM)
C -0.3468 -1.2643 -0.6586
C 0.2689 1.2654 1.6611
C 0.3683 1.3048 -1.1314
C -0.5470 0.4890 0.7841
N -0.4763 -0.7855 0.5112
N -0.4076 -2.5468 -0.9417
O 1.4511 0.7467 1.9749
O 0.0119 2.3482 2.1545
S 0.2837 -0.1577 -2.0051
Br -2.3659 1.2051 0.5614
H -0.5437 1.9047 -1.2362
H 1.3583 1.7114 -1.0824
H 1.6467 -0.1483 1.5843
H -0.3943 -3.3468 -0.2923
H -0.3074 -2.7261 -1.8839

Results
- M: 225.07 u
- HOMO-LUMO gap (alpha / beta): 0.31249 / 0.31246 Ha
- HOMO energy (alpha / beta): -8.9 / -8.9 eV
- Largest force on an atom: 0.0820 Eh/bohr



Computed values of relative energy (zero: lowest compared OMol25 entry of this formula, charge and spin) (unit: eV) for the preceding records, in sequence: 2.194, 0.272, 0.182, 1.169.